C7H10FNO2 | ωB97M-V/def2-TZVPD

E_LUMO: 0.73 eV
Multiplicity: 1
HOMO: -9.82 eV
Orbital gap: 0.3876 hartree
Energy relative to the best compared isomer or geometry (same formula, charge and spin): 75.9 kcal per mole
Net charge: 0
Calculated total energy: -577.7190 a.u.

Each line ends with the Mulliken charge.
Element x y z (Å)
C1 2.11750 1.16284 0.36955  -1.08
H1 2.64841 -1.72110 0.90484  0.29
C2 -1.66802 0.14218 0.54135  0.54
C3 2.29181 -1.23626 -0.12370  -0.56
H2 0.70045 -0.19024 1.10172  0.28
C4 2.87523 2.08973 0.26980  0.22
C5 1.31200 0.02965 0.19384  0.33
H3 -3.54812 -0.76893 0.74232  0.35
H4 -1.34465 1.02988 1.18172  0.23
H5 -3.65813 0.96018 0.83828  0.34
N1 0.32060 0.06324 -0.91191  -0.11
H6 3.27420 3.10181 0.33980  0.42
H7 1.12311 -2.82264 -0.38560  0.33
O1 -1.67519 0.56802 -1.79100  -0.64
H8 3.20213 -0.76547 -0.70232  0.30
C6 -1.05038 0.33073 -0.79481  0.38
C7 -3.13301 0.17407 0.38681  -1.32
O2 1.79072 -2.31733 -0.87735  -0.51
H9 0.68054 -0.03900 -1.80983  0.23
F1 -1.29407 -1.16117 0.97510  -0.34
H10 -3.34564 0.06254 -0.65584  0.31

=====

C7H10FNO2S | ωB97M-V/def2-TZVPD

E_LUMO: -3.12 eV
Multiplicity: 1
HOMO: -6.93 eV
Orbital gap: 0.1398 hartree
Energy relative to the best compared isomer or geometry (same formula, charge and spin): 54.4 kcal per mole
Net charge: 0
Calculated total energy: -975.8402 a.u.

Each line ends with the Mulliken charge.
Element x y z (Å)
C1 -0.32903 -1.13270 0.11259  -0.12
N1 -1.40630 3.22287 0.69340  -0.50
C2 1.93211 -2.57647 -1.09188  -0.11
O1 -1.10622 1.33706 -1.02341  -0.68
C3 -0.37277 -2.55845 -0.34240  0.36
H1 0.10733 2.20963 1.93410  0.13
H2 3.04461 -0.94082 -0.70997  0.37
O2 -1.00156 3.77860 -1.74049  -0.58
S1 -0.53231 2.72886 -0.81338  0.42
C4 2.02889 -1.29629 -0.64135  -0.85
H3 -1.58751 2.69036 2.73719  0.31
H4 -1.24056 4.25317 0.70124  0.28
H5 0.42122 -4.31393 -1.22687  0.35
C5 1.02508 -0.62580 -0.02378  0.16
C6 0.64327 -3.25946 -0.89229  -0.46
H6 -1.28520 1.37252 1.42379  -0.09
H7 -0.57945 -0.91481 1.12511  0.36
C7 -1.10129 2.35039 1.75517  -0.23
F1 -1.56446 -3.15605 -0.33972  -0.25
H8 -0.99830 -0.38381 -0.53191  0.40
H9 1.22231 0.29087 0.55565  0.30
H10 2.68014 -3.07576 -1.66080  0.45

=====

C7H10MnO3PS6 | ωB97M-V/def2-TZVPD

E_LUMO (spin up / spin down): 2.64 / 2.64 eV
Multiplicity: 6
HOMO (spin up / spin down): -3.90 / -4.05 eV
Orbital gap (spin up / spin down): 0.2404 / 0.2458 hartree
Energy relative to the best compared isomer or geometry (same formula, charge and spin): 0.0 kcal per mole
Net charge: -1
Calculated total energy: -4380.2320 a.u.
Expectation value of S²: 8.76

Each line ends with the Mulliken charge.
Element x y z (Å)
P1 -2.27647 -0.85672 1.94537  1.20
C1 3.46871 -1.39655 0.20950  0.21
H1 -3.27810 -0.88312 4.40788  0.30
O1 -3.36250 0.11733 2.58411  -0.40
C2 -2.40531 -4.43150 2.31479  -1.08
H2 -5.75991 -0.86268 4.73576  0.35
H3 -3.36838 -4.67810 2.76567  0.31
H4 -1.72860 -4.07252 3.08911  0.23
H5 -1.60486 -3.13615 0.79527  -0.02
H6 -5.95426 0.02789 3.21500  0.27
Mn1 0.49079 -1.10218 0.88352  0.05
S1 -0.71651 -1.20776 3.14664  -0.51
H7 -3.23488 -3.70310 0.45125  0.28
S2 1.33091 -3.18791 0.06023  -0.54
O2 -3.16922 -2.18576 1.80803  -0.24
S3 4.15724 -3.83503 -0.57172  -0.19
C3 2.98820 -2.62662 -0.04841  0.35
H8 -3.89708 0.76928 4.43075  0.34
H9 -1.97985 -5.33482 1.87434  0.40
S4 -1.73581 -0.15132 0.16777  -0.55
C4 -5.33254 -0.69429 3.74494  -1.00
S5 5.20234 -1.17380 -0.01257  -0.20
C5 5.60166 -2.82766 -0.47367  0.56
C6 -3.91905 -0.17262 3.88344  -0.27
S6 2.59158 0.02701 0.73341  -0.45
O3 6.72337 -3.22330 -0.69245  -0.61
H10 -5.33616 -1.63224 3.19210  0.24
C7 -2.56902 -3.37403 1.24865  -0.02

=====

C7H10N | ωB97M-V/def2-TZVPD

E_LUMO (spin up / spin down): -5.03 / -5.02 eV
Multiplicity: 1
HOMO (spin up / spin down): -12.61 / -12.61 eV
Orbital gap (spin up / spin down): 0.2785 / 0.2788 hartree
Energy relative to the best compared isomer or geometry (same formula, charge and spin): 127.5 kcal per mole
Net charge: +1
Calculated total energy: -326.9978 a.u.

Each line ends with the Mulliken charge.
Element x y z (Å)
C1 1.71552 -0.59613 2.19839  -0.26
H1 2.01886 -1.18817 3.08465  0.39
N1 0.66377 1.04351 -1.57419  -0.11
C2 0.36002 -0.64812 1.80991  -0.14
H2 2.21276 -0.52659 -1.73223  0.37
H3 -2.10884 0.09939 -0.31728  0.51
H4 -0.09659 1.12285 0.65753  0.61
C3 2.58188 -0.04138 1.28022  -0.54
C4 2.22460 0.13679 0.08497  0.74
H5 -2.31534 -0.59446 1.15335  0.44
C5 1.58631 0.04949 -1.05204  -0.88
H6 -0.36841 -1.30310 2.21114  0.40
H7 0.70812 1.19774 -2.51157  0.39
C6 -1.59918 -0.52176 0.37439  -1.75
H8 -1.31664 -1.50440 -0.02317  0.37
H9 -0.27672 0.75819 -1.29165  0.13
C7 -0.28125 0.06086 0.75910  -0.08
H10 1.04042 1.96396 -1.14960  0.40

=====

C7H10N2 | ωB97M-V/def2-TZVPD

E_LUMO (spin up / spin down): 0.90 / -1.92 eV
Multiplicity: 3
HOMO (spin up / spin down): -7.60 / -9.82 eV
Orbital gap (spin up / spin down): 0.3123 / 0.2905 hartree
Energy relative to the best compared isomer or geometry (same formula, charge and spin): 11.9 kcal per mole
Net charge: 0
Calculated total energy: -382.0439 a.u.
Expectation value of S²: 2.02

Each line ends with the Mulliken charge.
Element x y z (Å)
H1 -1.33354 -2.03197 1.69092  0.41
H2 0.59276 2.29573 1.38969  0.27
C1 -1.66994 0.02805 1.14468  -0.82
N1 -3.13428 0.02503 -0.89346  -0.50
H3 2.02642 1.11312 1.63085  0.32
H4 2.04339 -0.80427 -0.36708  0.25
C2 -2.48665 0.03036 0.07434  0.70
H5 0.65561 -2.10355 -1.85712  0.35
C3 0.39386 -0.98277 -1.82141  -1.38
H6 0.99154 -0.47763 -2.53267  0.41
H7 -1.81207 0.47345 2.08378  0.41
H8 2.00317 2.38905 0.35828  0.37
N2 0.15908 -1.56883 0.42344  -0.50
C4 0.59587 0.88722 -0.05748  -0.63
C5 -0.86145 -1.27166 1.07597  0.06
C6 1.40390 1.66507 0.89929  -1.24
C7 0.83849 -0.54224 -0.41296  0.69
H9 0.22145 1.55321 -0.80396  0.53
H10 -0.62762 -0.67736 -2.02511  0.30

=====

C7H10N2O | ωB97M-V/def2-TZVPD

E_LUMO: 0.68 eV
Multiplicity: 1
HOMO: -7.59 eV
Orbital gap: 0.3037 hartree
Energy relative to the best compared isomer or geometry (same formula, charge and spin): 103.6 kcal per mole
Net charge: 0
Calculated total energy: -457.3437 a.u.

Each line ends with the Mulliken charge.
Element x y z (Å)
H1 -0.40065 2.72499 0.75478  0.38
H2 2.80977 -2.84373 -1.06630  0.32
C1 -0.93627 0.83084 0.03614  1.41
C2 0.94759 -0.62594 0.53266  0.84
C3 2.90601 -2.27320 -0.13755  -1.23
C4 -1.34400 2.22146 0.59663  -1.39
C5 0.66720 0.21226 -1.78098  -0.01
H3 -2.35099 -0.42831 1.07393  0.36
H4 0.69262 0.61759 -2.75834  0.40
H5 -2.82035 0.00682 -0.55459  0.39
N1 0.22085 0.32358 0.79937  -0.58
H6 -1.90399 2.86244 -0.10780  0.33
H7 3.93732 -1.93015 0.00419  0.26
H8 -2.01057 2.12503 1.60811  0.27
O1 -0.39384 0.96390 -1.29222  -0.40
H9 -1.61580 -1.09421 -0.38834  0.38
H10 2.77375 -2.86663 0.77623  0.30
N2 1.55611 -0.61947 -1.46395  -0.44
C6 -1.98387 -0.24399 0.08170  -1.56
C7 1.81737 -1.26601 -0.24975  -0.03

=====

C7H10N2O2 | ωB97M-V/def2-TZVPD

E_LUMO: 0.64 eV
Multiplicity: 1
HOMO: -9.54 eV
Orbital gap: 0.3742 hartree
Energy relative to the best compared isomer or geometry (same formula, charge and spin): 21.5 kcal per mole
Net charge: 0
Calculated total energy: -532.7228 a.u.

Each line ends with the Mulliken charge.
Element x y z (Å)
C1 0.49048 0.14861 -0.44069  1.06
N1 1.40220 1.14580 -0.03676  -0.28
C2 -1.56957 -1.30740 0.18900  -1.73
H1 -1.70057 -1.43074 1.27105  0.44
H2 -1.06947 1.99632 1.07062  0.33
H3 3.16270 -1.25507 0.62769  0.20
N2 2.39290 -0.72885 0.50609  -0.05
O1 1.07000 -2.30327 -0.49114  -0.59
H4 1.21728 2.13914 0.32230  0.30
C3 2.56195 0.60882 0.53914  0.18
C4 1.32999 -1.17471 -0.21392  0.39
O2 3.56756 1.18494 0.84590  -0.59
H5 -2.57203 -1.31302 -0.29543  0.35
C5 -0.95825 0.05301 -0.06993  1.15
H6 -0.55171 -0.52884 -2.30339  0.25
H7 -0.75544 1.26343 -1.88657  0.32
H8 -2.21155 0.67047 1.55524  0.36
C6 -0.47597 0.27894 -1.52703  -1.30
C7 -1.69205 1.13426 0.65466  -1.45
H9 -2.52507 1.61661 0.00878  0.27
H10 -1.11339 -2.19847 -0.32562  0.39